No. 1
# H3N3O2P

An isolated ion of composition H3N3O2P and charge -1 at a distorted geometry (wB97M-V/def2-TZVPD, the Open Molecules 2025 dataset).

Summary:
HOMO	-4.42	eV
SMILES	[H]/N=N/[P@@](N)(=O)[O-]
energy relative to the best compared isomer or geometry (same formula, charge and spin)	26.1	kcal/mol
frontier orbital gap	0.33013	hartree
lowest unoccupied orbital energy	4.56	eV

Geometry as ORCA input:
```
! wB97M-V def2-TZVPD RIJCOSX def2/J DEFGRID3
* xyz -1 1
H -1.125 -2.586 0.433
N -0.903 -1.485 0.409
N 0.192 -1.359 -0.152
P 0.835 0.242 -0.267
N -0.498 1.241 0.019
O 1.953 0.225 0.843
O 1.381 0.437 -1.646
H -0.976 1.358 0.928
H -0.860 1.928 -0.568
*
```

natural (NBO) population analysis, charges in e, atoms 1 to 4: number 1, H, carries 0.25; number 2, N, carries -0.34; number 3, N, carries -0.43; number 4, P, carries 2.31


No. 2
# H3N3O2S

One molecule with the formula H3N3O2S at a distorted geometry (wB97M-V/def2-TZVPD, the Open Molecules 2025 dataset).

Summary:
HOMO	-10.17	eV
SMILES	NN(S)[N+](=O)[O-]
energy relative to the best compared isomer or geometry (same formula, charge and spin)	68.0	kcal/mol
frontier orbital gap	0.38303	hartree
lowest unoccupied orbital energy	0.25	eV

Geometry as ORCA input:
```
! wB97M-V def2-TZVPD RIJCOSX def2/J DEFGRID3
* xyz 0 1
N -1.115 1.105 0.291
N 0.242 0.168 -0.198
S 0.855 0.422 -1.692
N 0.167 -1.079 0.393
O -0.858 -1.336 0.994
O 1.175 -1.730 0.271
H -0.750 1.110 1.246
H -1.850 0.344 0.221
H 2.134 0.998 -1.525
*
```

natural (NBO) population analysis, charges in e, atoms 1 to 4: number 1, N, carries -0.57; number 2, N, carries -0.39; number 3, S, carries 0.27; number 4, N, carries 0.61


No. 3
# H3N3O2S

One molecule with the formula H3N3O2S at a distorted geometry (wB97M-V/def2-TZVPD, the Open Molecules 2025 dataset).

Summary:
HOMO	-9.15	eV
SMILES	N/N=[N+](\[O-])OS
energy relative to the best compared isomer or geometry (same formula, charge and spin)	65.9	kcal/mol
frontier orbital gap	0.33766	hartree
lowest unoccupied orbital energy	0.04	eV

Geometry as ORCA input:
```
! wB97M-V def2-TZVPD RIJCOSX def2/J DEFGRID3
* xyz 0 1
N -1.757 -0.499 -0.093
N -0.515 -0.228 0.333
N 0.113 0.789 0.028
O -0.174 1.710 -0.767
O 1.351 0.925 0.661
S 2.714 0.177 0.011
H -2.148 -1.432 0.366
H -1.989 -0.443 -1.093
H 2.405 -0.998 0.554
*
```

natural (NBO) population analysis, charges in e, atoms 1 to 4: number 1, N, carries -0.64; number 2, N, carries -0.09; number 3, N, carries 0.49; number 4, O, carries -0.49


No. 4
# H3N3O3

A 2-piece molecular cluster, H3N3O3 overall at a distorted geometry (wB97M-V/def2-TZVPD, the Open Molecules 2025 dataset).

Summary:
HOMO (alpha / beta)	-9.25 / -9.25	eV
SMILES	[H]/N=N/N=O.OO
energy relative to the best compared isomer or geometry (same formula, charge and spin)	163.8	kcal/mol
frontier orbital gap (alpha / beta)	0.34012 / 0.34015	hartree
lowest unoccupied orbital energy (alpha / beta)	0.01 / 0.01	eV

Geometry as ORCA input:
```
! wB97M-V def2-TZVPD RIJCOSX def2/J DEFGRID3
* xyz 0 1
H 0.329 -1.630 -0.467
N -0.302 -2.015 0.330
N 0.107 -1.967 1.471
N 0.045 -1.642 2.562
O 0.353 -1.926 3.697
O -0.302 2.090 -0.471
O 0.058 0.682 -0.195
H 0.625 2.534 -0.590
H -0.776 0.452 -0.699
*
```

natural (NBO) population analysis, charges in e, atoms 1 to 4: number 1, H, carries 0.37; number 2, N, carries -0.48; number 3, N, carries 0.19; number 4, N, carries 0.33


No. 5
# H3N3O3

A 2-piece molecular cluster, H3N3O3 overall at a distorted geometry (wB97M-V/def2-TZVPD, the Open Molecules 2025 dataset).

Summary:
HOMO	-8.64	eV
energy relative to the best compared isomer or geometry (same formula, charge and spin)	120.8	kcal/mol
frontier orbital gap	0.33951	hartree
lowest unoccupied orbital energy	0.60	eV

Geometry as ORCA input:
```
! wB97M-V def2-TZVPD RIJCOSX def2/J DEFGRID3
* xyz 0 1
N 0.297 -0.738 -0.321
N -0.150 0.358 -0.240
N -3.682 -0.046 0.106
O -4.786 -0.354 -0.104
O -2.803 -0.684 0.556
O -3.310 1.210 -0.337
H 1.202 -0.942 -0.602
H -0.389 -1.654 -0.332
H -2.410 1.253 -0.502
*
```

natural (NBO) population analysis, charges in e, atoms 1 to 4: number 1, N, carries -0.35; number 2, N, carries -0.24; number 3, N, carries 0.75; number 4, O, carries -0.33


No. 6
# H3NO2S2

H3NO2S2 as an isolated structure at a distorted geometry (wB97M-V/def2-TZVPD, the Open Molecules 2025 dataset).

Summary:
HOMO	-8.84	eV
energy relative to the best compared isomer or geometry (same formula, charge and spin)	39.2	kcal/mol
frontier orbital gap	0.34236	hartree
lowest unoccupied orbital energy	0.48	eV

Geometry as ORCA input:
```
! wB97M-V def2-TZVPD RIJCOSX def2/J DEFGRID3
* xyz 0 1
N 1.046 0.250 -0.556
O 0.484 -1.080 1.448
O -1.333 -0.632 -0.289
S -1.408 0.988 -0.269
S 0.366 -1.042 -0.283
H -0.167 1.505 -0.319
H 1.221 0.535 -1.510
H -0.211 -0.524 1.779
*
```

natural (NBO) population analysis, charges in e, atoms 1 to 4: number 1, N, carries -1.13; number 2, O, carries -0.86; number 3, O, carries -0.85; number 4, S, carries 0.22


No. 7
# H3NO2S2

One molecule with the formula H3NO2S2 at a distorted geometry (wB97M-V/def2-TZVPD, the Open Molecules 2025 dataset).

Summary:
HOMO	-10.14	eV
SMILES	NO[S@H](=O)=S
energy relative to the best compared isomer or geometry (same formula, charge and spin)	37.5	kcal/mol
frontier orbital gap	0.38777	hartree
lowest unoccupied orbital energy	0.41	eV

Geometry as ORCA input:
```
! wB97M-V def2-TZVPD RIJCOSX def2/J DEFGRID3
* xyz 0 1
N 1.533 -0.339 0.389
O 0.269 -0.893 -0.078
S -0.912 0.142 -0.425
O -0.529 1.432 0.122
S -2.631 -0.554 -0.097
H 1.357 0.675 0.388
H 1.482 -0.705 1.373
H -0.569 0.242 -1.671
*
```

natural (NBO) population analysis, charges in e, atoms 1 to 4: number 1, N, carries -0.48; number 2, O, carries -0.62; number 3, S, carries 1.65; number 4, O, carries -0.95


No. 8
# H3NO3PS

H3NO3PS as an isolated structure at a distorted geometry (wB97M-V/def2-TZVPD, the Open Molecules 2025 dataset).

Summary:
HOMO	-3.44	eV
energy relative to the best compared isomer or geometry (same formula, charge and spin)	34.0	kcal/mol
frontier orbital gap	0.25232	hartree
lowest unoccupied orbital energy	3.43	eV

Geometry as ORCA input:
```
! wB97M-V def2-TZVPD RIJCOSX def2/J DEFGRID3
* xyz -1 1
N -1.231 2.293 0.708
O 1.532 -1.205 -2.576
O 1.328 -2.666 -0.676
O 0.142 -0.115 -0.059
P -0.698 0.914 1.226
S 0.632 -1.734 -1.568
H -0.749 2.986 1.316
H 0.764 -0.476 0.566
H -1.720 0.004 1.062
*
```

natural (NBO) population analysis, charges in e, atoms 1 to 4: number 1, N, carries -1.33; number 2, O, carries -0.91; number 3, O, carries -0.93; number 4, O, carries -1.05


No. 9
# H3NO3S

A 2-piece molecular cluster, H3NO3S overall at a distorted geometry (wB97M-V/def2-TZVPD, the Open Molecules 2025 dataset).

Summary:
HOMO	-10.11	eV
energy relative to the best compared isomer or geometry (same formula, charge and spin)	94.3	kcal/mol
frontier orbital gap	0.36219	hartree
lowest unoccupied orbital energy	-0.26	eV

Geometry as ORCA input:
```
! wB97M-V def2-TZVPD RIJCOSX def2/J DEFGRID3
* xyz 0 1
N 0.227 1.305 1.081
O -1.042 -1.096 0.034
O 0.171 -1.421 -0.573
O 2.390 0.085 0.953
S 1.386 0.794 0.217
H -0.098 -1.518 -1.510
H -0.290 2.118 0.737
H -0.846 -0.950 1.036
*
```

natural (NBO) population analysis, charges in e, atoms 1 to 4: number 1, N, carries -1.04; number 2, O, carries -0.46; number 3, O, carries -0.46; number 4, O, carries -0.86


No. 10
# H3NO3Si

A 2-piece molecular cluster, H3NO3Si overall at a distorted geometry (wB97M-V/def2-TZVPD, the Open Molecules 2025 dataset).

Summary:
HOMO (alpha / beta)	-9.87 / -9.88	eV
energy relative to the best compared isomer or geometry (same formula, charge and spin)	73.1	kcal/mol
frontier orbital gap (alpha / beta)	0.31899 / 0.31925	hartree
lowest unoccupied orbital energy (alpha / beta)	-1.19 / -1.20	eV

Geometry as ORCA input:
```
! wB97M-V def2-TZVPD RIJCOSX def2/J DEFGRID3
* xyz 0 1
N 0.843 -0.699 0.616
O 2.064 -0.628 0.457
O 0.367 -1.342 1.558
O -1.480 -0.100 -1.049
Si -0.061 0.364 -0.474
H -2.405 -0.190 -0.679
H 0.514 0.616 -1.768
H 0.157 1.979 1.338
*
```

natural (NBO) population analysis, charges in e, atoms 1 to 4: number 1, N, carries 0.15; number 2, O, carries -0.37; number 3, O, carries -0.36; number 4, O, carries -1.12


No. 11
# H3NO4

H3NO4 as an isolated structure at a distorted geometry (wB97M-V/def2-TZVPD, the Open Molecules 2025 dataset).

Summary:
HOMO	-9.61	eV
energy relative to the best compared isomer or geometry (same formula, charge and spin)	0.0	kcal/mol
frontier orbital gap	0.35945	hartree
lowest unoccupied orbital energy	0.17	eV

Geometry as ORCA input:
```
! wB97M-V def2-TZVPD RIJCOSX def2/J DEFGRID3
* xyz 0 1
N -1.000 1.149 -0.887
O -0.745 -0.173 -0.906
O -2.015 1.497 -1.409
H 0.961 0.391 1.620
O 1.157 -0.003 0.753
O 0.892 -1.413 0.935
H 0.562 -1.602 0.012
H 0.189 0.155 -0.118
*
```

natural (NBO) population analysis, charges in e, atoms 1 to 4: number 1, N, carries 0.28; number 2, O, carries -0.61; number 3, O, carries -0.33; number 4, H, carries 0.51


No. 12
# H3NP2

One molecule with the formula H3NP2 at a distorted geometry (wB97M-V/def2-TZVPD, the Open Molecules 2025 dataset).

Summary:
HOMO	-8.74	eV
SMILES	[H]/P=N/P
energy relative to the best compared isomer or geometry (same formula, charge and spin)	28.7	kcal/mol
frontier orbital gap	0.31078	hartree
lowest unoccupied orbital energy	-0.28	eV

Geometry as ORCA input:
```
! wB97M-V def2-TZVPD RIJCOSX def2/J DEFGRID3
* xyz 0 1
H -0.625 0.810 -2.889
P 0.297 0.026 -2.022
N -0.201 0.394 -0.615
P 0.974 -0.691 0.919
H 0.342 0.047 1.877
H 1.843 0.512 0.672
*
```

natural (NBO) population analysis, charges in e, atoms 1 to 4: number 1, H, carries -0.11; number 2, P, carries 0.76; number 3, N, carries -1.04; number 4, P, carries 0.42